Computed, not measured: a molecular structure, C34H27AsBaN4OS4, with ωB97M-V/def2-TZVPD.

Last column: Mulliken charge in e.
Cartesian coordinates (Å):
1 Ba 0.969000 1.205470 -0.556948  0.658
2 C -0.311694 0.422984 2.942544  -0.874
3 C 0.930169 1.102845 3.436741  0.393
4 C 1.109481 1.348793 4.816660  -0.779
5 C 2.187809 2.072622 5.230413  -0.899
6 C 3.120155 2.556220 4.287056  1.036
7 C 4.194522 3.387573 4.658149  -0.855
8 C 5.051313 3.841814 3.689457  -0.454
9 C 4.913090 3.429831 2.361138  -0.595
10 C 3.905055 2.566214 1.943425  0.654
11 S 3.952138 1.953026 0.326530  -0.597
12 C 2.920730 2.180875 2.924498  -0.620
13 N 1.821854 1.481029 2.550026  0.622
14 H -0.905459 0.041535 3.772709  0.364
15 H -0.046224 -0.399478 2.276372  0.110
16 H -0.917192 1.137233 2.375717  0.064
17 H 0.373438 0.990712 5.525770  0.386
18 H 2.338073 2.300273 6.280826  0.357
19 H 4.320059 3.668973 5.697843  0.326
20 H 5.858465 4.515348 3.956529  0.339
21 H 5.621316 3.765407 1.615439  0.387
22 S 1.843003 -1.312804 -2.504249  -0.412
23 C 0.951241 -2.732657 -2.933206  0.312
24 C 1.583924 -3.736145 -3.692241  -0.678
25 C 0.909718 -4.872152 -4.092687  -0.390
26 C -0.426836 -5.051246 -3.752854  -0.817
27 C -1.065430 -4.079762 -2.997064  -0.050
28 C -0.404372 -2.926803 -2.584032  -0.116
29 As -1.211319 -1.584424 -1.416378  0.685
30 C -2.989621 -2.445903 -1.284391  -0.753
31 C -3.212498 -3.297627 -0.204255  -0.262
32 C -4.406249 -3.991763 -0.071915  -0.606
33 C -5.408158 -3.832863 -1.018276  -0.345
34 C -5.204281 -2.979619 -2.094050  -0.674
35 C -4.004274 -2.295517 -2.225507  0.389
36 C -1.713704 -0.208892 -2.709100  -0.071
37 C -2.628486 0.758968 -2.294133  -0.024
38 C -2.966218 1.816899 -3.121882  -0.767
39 C -2.380961 1.924014 -4.375679  -0.438
40 C -1.473027 0.964537 -4.800005  -0.748
41 C -1.139828 -0.098307 -3.971131  0.083
42 H 2.623727 -3.586588 -3.953297  0.387
43 H 1.427243 -5.627962 -4.674642  0.318
44 H -0.965485 -5.936605 -4.069268  0.364
45 H -2.104198 -4.229638 -2.729645  0.230
46 H -2.429625 -3.417474 0.537703  0.388
47 H -4.559943 -4.657711 0.769192  0.371
48 H -6.345096 -4.367898 -0.917604  0.354
49 H -5.982298 -2.850126 -2.837229  0.369
50 H -3.851559 -1.640111 -3.073827  0.363
51 H -3.062060 0.695389 -1.302778  0.489
52 H -3.660670 2.571438 -2.775407  0.403
53 H -2.617168 2.768402 -5.011454  0.346
54 H -1.006874 1.053489 -5.773821  0.357
55 H -0.416852 -0.835293 -4.298706  0.276
56 S -1.556089 2.749804 0.220754  -0.389
57 C -0.909671 4.118661 -0.595521  0.819
58 S 0.577963 4.035430 -1.449893  -0.513
59 C -1.622225 5.329974 -0.576560  -0.163
60 C -1.144394 6.515548 -1.186275  0.027
61 N -0.813767 7.519633 -1.655095  -0.645
62 C -2.896249 5.456013 0.027383  0.133
63 N -3.950185 5.606842 0.480111  -0.675
64 C 2.871863 -2.197001 3.861738  -1.357
65 C 2.887331 -1.585233 2.466919  0.750
66 N 4.075926 -1.071759 2.098025  -0.231
67 O 1.898209 -1.624175 1.751024  -0.523
68 H 3.321183 -1.516486 4.587314  0.383
69 H 3.436858 -3.130658 3.858259  0.364
70 H 1.843094 -2.402270 4.147057  0.271
71 H 4.779561 -0.910539 2.796201  0.220
72 H 4.092731 -0.420330 1.311482  0.173

Cartesian forces (eV/Å) of the 6 atoms listed first:
Ba 0.4357 -0.4305 0.3871
C 0.0360 0.0459 -0.1441
C 0.0989 0.0510 -0.0602
C 0.0438 0.0850 0.1905
C -0.0728 -0.0363 -0.0513
C -0.1615 -0.1453 -0.2690

Maximum force = 0.7 eV Å⁻¹
HOMO-LUMO gap = 0.2260 Eh
Charge = -2
2S+1 = 1